Entry from OMol25: a 16-piece molecular cluster, C3H40NO17 overall at a distorted geometry (ωB97M-V/def2-TZVPD).

Geometry as ORCA input:
```
! wB97M-V def2-TZVPD RIJCOSX def2/J DEFGRID3
* xyz 1 1
O -1.236 0.542 -2.452
C -1.819 0.837 -1.163
C -0.712 1.168 -0.202
C -1.302 1.555 1.114
N 0.419 0.154 -0.117
H -2.413 -0.094 -0.832
H -0.265 2.237 -0.615
H -0.580 1.763 1.980
H -1.785 0.637 1.534
H -2.049 2.278 1.133
H 2.702 -0.212 -3.554
H 0.772 0.048 -1.079
H 0.306 -0.737 0.407
H -1.889 -0.208 -4.340
H -2.679 -1.193 -3.833
O -1.781 -1.109 -4.198
H 4.167 -0.118 0.916
H 3.895 -0.532 2.330
O 4.329 -0.717 1.577
H -0.980 1.407 -3.001
H 1.781 -2.940 -1.914
O 1.774 -2.263 -1.290
H 1.313 -2.769 1.123
H -0.201 -2.812 0.373
O 0.388 -2.406 1.088
H -1.991 -3.425 2.448
H -1.462 -3.546 1.033
O -2.127 -3.067 1.575
H -0.061 3.056 -2.627
H -0.741 4.222 -1.979
O -0.006 3.562 -1.904
H 1.126 0.622 0.526
H 1.110 4.234 3.150
O 0.843 3.628 2.477
H 1.686 3.315 -0.434
H -3.547 1.823 -1.385
O -2.650 1.914 -1.148
H 4.012 -0.143 -2.522
H 2.260 -2.633 -0.506
O 3.260 0.357 -3.047
H -2.520 -3.275 -1.297
H -2.331 -4.671 -1.119
O -1.940 -3.809 -0.973
H -3.919 -1.633 -1.917
H -3.969 -0.479 -1.049
O -3.882 -0.742 -1.939
H -4.104 1.847 1.981
H -4.382 0.206 1.801
O -4.596 1.138 1.408
H 3.482 -2.520 1.376
H 3.546 -3.991 0.983
O 3.057 -3.292 0.737
H 0.867 -1.446 3.864
H 2.165 -1.703 4.429
O 1.814 -1.064 3.799
H 2.617 2.007 1.167
H 3.114 3.619 -0.177
O 2.351 3.610 0.313
H 1.867 2.154 2.359
H 0.470 4.175 1.747
O 2.427 1.436 1.864
*
```

Calculated values
E_LUMO in eV: -2.43
ΔE to the lowest compared entry with this formula, charge and spin in eV: 5.5474
Electronic energy in Eh: -1471.7423
HOMO-LUMO gap in eV: 10.34
HOMO level in eV: -12.767